Formula: C6H12N2Si
Source: the Open Molecules 2025 dataset
Level of theory: wB97M-V/def2-TZVPD

Each line ends with the Löwdin charge.
Positions of all 21 atoms, in Å:
C: 1.046070 -0.115937 -2.111864  -0.384
C: 2.009125 1.378360 -0.118591  -0.124
C: -1.372174 0.866825 1.462706  -0.177
C: -1.979721 -1.253320 -0.847082  -0.185
C: 0.604156 -1.524869 0.819619  -0.179
C: 0.532449 0.733737 -1.138107  -0.252
N: 1.558585 -0.889783 -2.774422  0.153
N: 1.590305 2.298347 0.610861  0.064
Si: -0.616600 -0.259122 0.103583  0.585
H: 2.939957 0.846513 -0.290681  0.101
H: -1.325254 0.327605 2.365682  -0.004
H: -0.783894 1.793554 1.700336  0.026
H: -2.360961 1.182525 1.027753  0.040
H: -1.722783 -1.310683 -1.954096  0.043
H: -2.005300 -2.297766 -0.594249  0.003
H: -3.022625 -0.811828 -0.671309  0.043
H: 0.256193 -1.741857 1.802561  0.005
H: 0.638216 -2.494762 0.215579  0.065
H: 1.576476 -1.000881 0.776610  0.016
H: 0.088137 1.566436 -1.609676  0.073
H: 2.349643 2.706905 1.224786  0.088

Cartesian forces (eV/Å) of the 2 atoms listed first:
C 0.4 -0.5 0.0
C -4.5 -0.8 -2.0

Lowest unoccupied orbital energy: 0.81 eV
F_max: 5.0 eV Å⁻¹
ΔE to the lowest compared entry with this formula, charge and spin: 288.4 kJ/mol
HOMO: -0.356 hartree
Total charge: 0
2S+1: 1

***

Formula: C18H22BeCaClF6KN3O13S2
Source: the Open Molecules 2025 dataset
Level of theory: wB97M-V/def2-TZVPD

Each line ends with the Löwdin charge.
Positions of all 68 atoms, in Å:
C: -1.163806 1.753768 -1.344252  -0.179
N: -0.707555 1.455129 -2.663800  -0.037
C: -0.977904 0.074100 -3.083212  -0.247
O: -2.286398 0.058482 -3.684024  -0.299
S: -3.283176 -1.115096 -3.032680  1.083
O: -4.293425 -1.351476 -3.997416  -0.340
O: -4.058665 -0.434832 -1.539692  -0.401
C: -4.928484 0.640135 -1.837794  -0.343
O: -4.235706 1.814407 -2.263588  -0.228
O: -4.983820 2.419233 -3.305867  0.059
H: -0.365046 1.526705 -0.637901  0.114
H: -1.519536 2.786801 -1.283308  0.110
H: -2.046148 1.099494 -1.041767  -0.054
H: -1.222319 2.007804 -3.338933  0.120
H: -0.880967 -0.587262 -2.220685  0.073
H: -0.263835 -0.200127 -3.847113  0.140
H: -5.433020 0.925357 -0.864517  0.115
H: -5.729088 0.374919 -2.520820  0.152
H: -4.324132 2.524165 -4.011850  0.136
F: -4.702805 -2.677762 -5.490206  -0.521
Ca: -3.316531 1.359537 0.228154  1.680
N: -0.025853 -2.307623 -1.027177  0.026
C: 1.201687 -2.165211 -0.520163  -0.161
C: 1.751582 -3.030722 0.409664  -0.116
C: 0.991006 -4.106021 0.842145  -0.035
C: -0.284318 -4.271810 0.329400  -0.054
C: -0.742462 -3.351100 -0.598439  -0.154
H: 1.764448 -1.311059 -0.882294  0.094
H: 2.770312 -2.868490 0.794950  -0.040
H: 1.388741 -4.803716 1.567243  0.123
H: -0.909585 -5.097079 0.639944  0.111
H: -1.733718 -3.445058 -1.030845  0.097
Cl: 4.565535 -2.326510 0.022939  0.196
C: 7.309673 -2.354940 4.415001  -0.663
F: 7.235654 -3.669149 4.280659  0.157
F: 6.825055 -2.029143 5.615265  0.095
F: 8.610541 -2.023889 4.393897  0.130
S: 6.360417 -1.494588 3.090375  0.458
O: 5.011287 -1.942660 3.249777  -0.277
O: 6.985370 -1.919095 1.846340  -0.336
O: 6.534854 -0.066352 3.362417  -0.553
K: 7.586439 1.545687 2.288326  1.013
F: 5.383114 -3.002378 6.669961  -0.239
C: -7.406782 7.622431 0.598284  -0.237
C: -7.257568 6.267480 0.883920  -0.074
C: -5.994592 5.736266 1.041505  -0.010
C: -4.889695 6.566683 0.917425  -0.148
C: -5.026275 7.917430 0.629410  0.017
C: -6.290230 8.444858 0.468349  -0.083
N: -3.549690 6.020095 1.105483  -0.350
O: -3.430381 4.812818 1.341483  -0.019
O: -2.615715 6.771393 1.027322  0.126
H: -8.395533 8.039425 0.499717  -0.038
H: -8.128388 5.634269 0.983748  0.118
H: -5.880607 4.686948 1.263912  0.104
H: -4.161333 8.556097 0.531892  0.129
H: -6.412434 9.495793 0.243726  0.118
Be: -8.695339 8.065515 -1.421543  0.388
C: 6.915087 -5.461547 0.689046  -0.059
C: 7.936036 -6.247410 -0.092579  -0.314
O: 7.349527 -7.536435 -0.153103  0.133
C: 5.996099 -7.354355 -0.106312  -0.554
O: 5.199516 -8.176137 -0.394410  0.183
O: 5.690323 -6.099753 0.308189  0.063
F: 9.118521 -6.329417 0.566054  0.075
H: 7.055049 -5.558997 1.766484  0.147
H: 6.904068 -4.405723 0.428984  0.108
H: 8.112923 -5.880302 -1.105099  0.173

Cartesian forces (eV/Å) of the 2 atoms listed first:
C -0.1 -0.3 0.1
N -0.8 -0.5 -0.4

Lowest unoccupied orbital energy: -7.99 eV
F_max: 3.3 eV Å⁻¹
HOMO: -0.337 hartree
Total charge: +1
2S+1: 1

***

Formula: H2NO4P
Source: the Open Molecules 2025 dataset
Level of theory: wB97M-V/def2-TZVPD

Each line ends with the Löwdin charge.
Positions of all 8 atoms, in Å:
N: -1.585293 0.058736 0.159577  -0.450
O: -1.787303 -0.300070 1.292193  -0.057
O: -2.300497 0.776562 -0.483686  -0.043
O: 1.447828 -1.275503 0.479946  -0.279
O: 1.259164 0.803375 -0.737776  -0.234
P: 0.651805 -0.658543 -0.728511  0.937
H: 1.497850 -0.752964 1.330939  0.116
H: 0.816446 1.348410 -1.312682  0.010

Cartesian forces (eV/Å) of the 2 atoms listed first:
N 2.6 -0.8 -0.4
O -0.3 -0.2 0.7

Lowest unoccupied orbital energy: -0.58 eV
F_max: 3.8 eV Å⁻¹
ΔE to the lowest compared entry with this formula, charge and spin: 244.6 kJ/mol
HOMO: -0.318 hartree
Total charge: 0
2S+1: 1

***

Formula: CH2NO3PS
Source: the Open Molecules 2025 dataset
Level of theory: wB97M-V/def2-TZVPD

Each line ends with the Löwdin charge.
Positions of all 9 atoms, in Å:
C: -0.841280 0.855756 -0.569498  -0.307
N: -1.136363 1.962285 -0.505618  0.056
O: -0.711922 -1.276928 -2.052549  -0.394
O: -1.855432 -1.454232 0.275996  -0.410
O: 0.643728 -1.160115 0.093786  -0.226
P: -0.752790 -0.902288 -0.610838  0.096
S: 1.972276 1.167428 1.768649  -0.212
H: 0.489142 -0.807970 0.960020  -0.055
H: 2.192642 1.616064 0.640052  -0.549

Cartesian forces (eV/Å) of the 2 atoms listed first:
C -0.6 1.0 0.3
N 0.0 0.6 -0.2

Lowest unoccupied orbital energy: 6.81 eV
F_max: 4.1 eV Å⁻¹
ΔE to the lowest compared entry with this formula, charge and spin: 116.1 kJ/mol
HOMO: 0.002 hartree
Total charge: -2
2S+1: 1